90
Properties=species:S:1:pos:R:3:forces:R:3:mulliken_charge:R:1 method="wB97M-V/def2-TZVPD" e_lumo_ev=-0.64 multiplicity=1 orbital_gap_ha=0.298 smiles="C#CCCCN1C(=O)c2cc(C)cc(B(O)OCC)c2C1=O.CC(C)=O.CC(C)=O.CC(C)=O.CC(C)=O.CC(C)=O"
C 3.343 -0.730 1.693 1.9 2.5 -4.7 -0.4509
C 3.801 -0.125 0.634 -1.1 -2.9 4.1 -0.0597
C 4.526 0.414 -0.705 -1.1 -0.5 0.8 -0.1882
C 4.397 2.012 -0.879 0.6 -0.3 -0.7 -0.8438
C 2.884 2.571 -0.852 0.5 1.4 1.9 -0.3332
N 2.338 2.929 -2.217 0.2 -1.0 -0.9 -0.1268
C 2.426 1.672 -3.012 0.2 -3.4 -2.3 -0.1041
O 3.315 1.242 -3.806 -2.9 2.6 3.6 -0.5368
C 1.096 0.813 -2.765 -2.1 1.1 1.1 0.3798
C 0.766 -0.706 -2.928 -3.0 3.4 1.4 -0.6478
C -0.729 -1.140 -2.563 1.2 3.0 0.3 0.8121
C -1.167 -2.684 -2.652 -0.3 1.1 -0.4 -1.1616
C -1.758 -0.008 -2.112 3.7 0.8 -0.7 -0.6706
C -1.359 1.527 -1.965 2.3 -2.5 -1.1 0.2787
B -2.455 2.636 -1.507 -0.9 0.9 -0.2 0.5258
O -2.429 3.955 -2.156 0.5 -2.2 2.2 -0.4592
O -3.474 2.348 -0.523 2.2 0.9 -1.0 -0.4583
C -2.922 2.154 0.817 -0.1 -1.4 0.4 0.0175
C -2.789 0.561 1.102 0.1 -0.1 0.8 -0.9039
C 0.119 1.950 -2.280 -1.7 -4.0 -0.7 0.1109
C 0.890 3.352 -2.213 -1.1 0.9 0.1 0.1985
O 0.486 4.548 -2.201 1.9 -5.4 0.3 -0.5575
H 2.908 -1.320 2.586 1.0 1.4 -2.0 0.3225
H 5.635 0.087 -0.718 -1.9 0.6 0.2 0.3929
H 3.997 -0.129 -1.583 0.9 0.9 1.4 0.0950
H 5.083 2.520 -0.095 -1.5 -0.8 -1.1 0.3816
H 4.873 2.268 -1.909 -0.9 -0.4 1.7 0.3229
H 2.921 3.572 -0.258 -0.2 -1.7 -1.1 0.3142
H 2.163 1.890 -0.250 1.2 0.7 -1.1 0.3452
H 1.578 -1.432 -3.273 -1.5 1.2 0.6 0.4105
H -0.570 -3.146 -3.539 -1.2 0.7 1.6 0.3140
H -0.943 -3.268 -1.668 -0.6 1.4 -2.1 0.3037
H -2.306 -2.683 -2.891 2.0 -0.2 0.3 0.3674
H -2.835 -0.324 -1.886 1.8 0.6 -0.3 0.3189
H -1.962 4.548 -1.515 -0.6 -0.3 -0.9 0.2801
H -1.867 2.616 0.876 -1.7 -0.5 0.2 0.1749
H -3.672 2.646 1.554 1.5 -0.8 -1.2 0.2335
H -2.984 0.352 2.225 0.3 0.4 -1.8 0.3638
H -3.583 -0.060 0.521 1.5 1.3 0.9 0.1936
H -1.714 0.169 0.885 -2.0 0.7 0.1 0.1708
C 2.920 -3.506 -0.440 -0.1 0.2 -0.3 -0.3361
C 1.547 -4.029 -0.118 -0.5 0.1 -0.1 0.6986
O 0.552 -3.580 -0.668 1.1 -0.3 0.7 -0.5783
C 1.447 -5.124 0.908 -0.6 -0.1 -0.1 -0.8033
H 2.840 -2.719 -1.195 0.0 0.0 0.1 -0.1258
H 3.377 -3.084 0.457 0.1 -0.2 -0.1 0.0619
H 3.540 -4.312 -0.838 0.0 0.0 0.3 0.3016
H 1.839 -4.774 1.865 0.2 -0.1 -0.1 0.1752
H 2.003 -6.001 0.569 0.0 0.3 0.2 0.2219
H 0.398 -5.403 1.039 0.1 0.1 0.0 0.3330
C -5.932 5.027 0.801 0.4 -0.3 0.0 -0.3551
C -6.301 4.884 2.253 0.4 -0.6 0.5 0.7680
O -5.759 4.057 2.966 -0.3 0.5 -0.4 -0.5641
C -7.367 5.802 2.791 0.0 -0.1 0.4 -1.2096
H -5.152 4.302 0.553 -0.1 0.1 0.0 -0.1487
H -6.804 4.830 0.174 0.0 0.2 0.0 0.2026
H -5.548 6.032 0.612 -0.2 0.0 -0.1 0.3531
H -8.303 5.640 2.253 0.1 0.2 -0.1 0.3086
H -7.048 6.842 2.690 -0.2 0.0 -0.2 0.3140
H -7.530 5.587 3.850 0.0 0.0 -0.2 0.3345
C 3.890 -2.705 6.112 -0.3 0.1 -0.2 -1.1230
C 4.496 -3.405 4.925 -0.4 0.0 -0.7 0.8288
O 3.930 -3.426 3.845 0.3 0.1 0.6 -0.5050
C 5.827 -4.079 5.123 0.0 -0.2 -0.4 -1.1245
H 2.932 -2.266 5.823 0.2 -0.1 0.0 0.2721
H 3.717 -3.422 6.918 0.2 0.1 0.1 0.3461
H 4.553 -1.906 6.451 0.0 -0.1 0.2 0.3393
H 5.741 -4.856 5.885 0.1 0.2 0.1 0.3538
H 6.577 -3.341 5.417 0.0 -0.1 0.2 0.3426
H 6.142 -4.541 4.184 -0.1 0.1 0.1 0.2557
C -8.515 6.065 -3.020 -0.3 0.2 0.2 -1.0884
C -7.425 7.060 -2.719 -0.1 0.8 0.5 0.8523
O -7.649 8.064 -2.065 0.1 -0.6 -0.4 -0.5693
C -6.050 6.766 -3.256 0.2 0.3 0.2 -0.9629
H -9.451 6.405 -2.570 0.2 0.0 -0.1 0.2870
H -8.655 5.982 -4.100 0.1 -0.2 0.0 0.3542
H -8.257 5.091 -2.596 0.0 -0.1 -0.2 0.2880
H -6.080 6.715 -4.347 0.0 -0.2 0.1 0.3836
H -5.682 5.824 -2.843 0.0 -0.1 -0.2 0.1963
H -5.368 7.568 -2.962 -0.1 -0.1 0.0 0.2664
C 4.580 -9.065 0.061 -0.4 0.0 0.1 -1.1253
C 4.798 -7.575 0.037 -0.6 0.5 0.1 0.7338
O 3.882 -6.798 0.249 0.8 -0.6 -0.2 -0.4835
C 6.189 -7.083 -0.259 -0.1 0.4 0.0 -1.0817
H 3.531 -9.274 0.286 0.2 0.1 0.0 0.2719
H 4.820 -9.491 -0.916 0.2 -0.1 0.1 0.3345
H 5.202 -9.519 0.835 0.1 -0.1 -0.2 0.3421
H 6.500 -7.421 -1.250 0.1 -0.1 0.1 0.3427
H 6.882 -7.448 0.501 0.1 -0.1 -0.2 0.3353
H 6.197 -5.990 -0.244 0.0 -0.2 0.0 0.2584



84
Properties=species:S:1:pos:R:3:forces:R:3:mulliken_charge:R:1 method="wB97M-V/def2-TZVPD" s_squared=3.75 charge=+1 e_lumo_ev="-4.23 / -4.17" multiplicity=4 de_lowest_kj_mol=0.0 orbital_gap_ha="0.189 / 0.192"
Er -0.255 -0.007 2.135 0.2 1.6 0.6 0.5810
C 1.158 0.492 4.040 -0.4 1.4 -0.3 0.6351
C 2.100 0.950 3.060 -1.0 0.4 0.4 0.2062
C 0.311 2.399 3.037 0.5 -0.6 0.4 0.3056
C 0.056 1.432 4.058 1.3 -0.3 -0.5 0.8641
C 1.601 2.156 2.496 -0.4 -0.7 0.4 0.9584
C 1.306 -0.721 4.862 0.0 -0.7 0.7 -0.5797
H 2.045 -1.418 4.446 0.0 0.2 0.2 0.3364
H 0.369 -1.275 4.914 0.2 0.2 0.2 -0.3426
H 1.586 -0.484 5.899 0.1 -0.1 -0.2 0.3935
C -1.178 1.403 4.872 -0.7 0.0 0.6 -1.3481
H -1.213 0.553 5.555 0.1 0.0 -0.1 0.1366
H -2.094 1.338 4.257 0.2 0.1 0.2 0.2161
H -1.265 2.311 5.486 0.0 -0.1 -0.2 0.5564
C -0.555 3.564 2.730 -0.3 0.5 -0.1 -1.6298
H -0.549 4.289 3.557 -0.1 -0.1 -0.2 0.3200
H -1.594 3.267 2.553 0.0 0.1 0.1 0.2749
H -0.223 4.083 1.829 0.0 0.0 0.1 0.3890
C 2.379 3.109 1.668 0.1 0.3 -0.7 -1.7850
H 2.942 3.840 2.280 -0.3 -0.4 -0.1 0.3330
H 1.721 3.685 1.004 0.2 0.0 0.1 0.4037
H 3.109 2.592 1.037 0.0 0.1 0.1 0.3928
C 3.451 0.390 2.847 0.7 -0.3 -0.2 -1.6319
H 4.208 0.818 3.526 -0.3 -0.1 -0.1 0.3373
H 3.800 0.579 1.829 0.1 0.0 0.1 0.3346
H 3.459 -0.692 2.995 0.1 0.1 0.1 0.3236
C -0.627 -1.987 0.473 1.2 -1.9 -0.2 -0.3880
C 0.510 -2.236 1.204 -0.9 -1.9 -1.6 -0.5605
C 1.922 -2.330 0.677 0.4 0.6 0.2 -0.6481
C 2.269 -1.367 -0.477 0.8 -0.4 -0.5 -1.0447
C 1.804 0.033 -0.245 -0.6 0.7 -0.2 -0.0316
C 0.571 0.519 -0.535 0.8 0.1 -0.6 -0.6606
C -0.424 -0.202 -1.415 -0.6 0.1 0.2 -0.5741
C -0.700 -1.665 -1.004 -0.6 -0.1 -0.5 -0.6457
H 2.126 -3.360 0.339 -0.3 0.2 0.2 0.5176
H 1.934 -1.793 -1.432 -0.1 0.3 0.2 0.2236
H 2.637 -2.164 1.501 -0.3 0.0 -0.2 0.2717
H -0.075 -2.347 -1.608 -0.1 0.2 0.6 0.1665
H -1.577 -2.358 0.885 0.3 0.6 0.4 0.6344
H 0.367 -2.806 2.130 -0.2 0.6 0.1 0.5454
H -1.735 -1.886 -1.317 0.4 0.0 0.1 0.6359
H -1.368 0.366 -1.383 0.2 -0.2 0.0 0.3380
H 0.335 1.580 -0.339 0.4 -0.3 -0.1 0.6573
H -0.143 -0.182 -2.488 0.2 0.1 0.6 0.0283
H 3.369 -1.337 -0.545 -0.4 -0.1 0.0 0.5315
H 2.588 0.712 0.098 -0.6 -0.1 0.4 0.5012
P -0.890 -0.300 -5.713 -0.1 -0.4 0.1 0.4508
P -0.558 2.364 -7.184 0.0 0.3 -0.7 0.1720
C -0.904 -0.398 -7.584 0.0 0.0 0.2 -0.8214
C -1.261 0.957 -8.197 0.0 0.4 0.2 -0.9568
H -1.638 -1.163 -7.874 0.3 0.1 -0.1 0.4346
H 0.092 -0.732 -7.911 -0.3 0.1 0.1 0.4213
H -0.884 1.051 -9.225 -0.2 -0.1 0.1 0.4865
H -2.351 1.104 -8.213 0.2 -0.1 0.0 0.4096
C -1.353 3.734 -8.108 0.0 0.1 -0.1 -1.1087
H -0.905 4.680 -7.780 -0.2 -0.1 -0.1 0.3767
H -2.423 3.748 -7.870 0.2 0.1 -0.1 0.3423
H -1.212 3.610 -9.189 -0.1 0.2 0.1 0.3175
C 1.094 2.454 -8.005 0.0 0.1 0.2 -1.1243
H 0.980 2.458 -9.098 0.1 0.0 0.2 0.3418
H 1.718 1.608 -7.694 0.0 0.2 -0.1 0.2777
H 1.575 3.386 -7.680 0.0 -0.3 -0.1 0.3779
C -2.345 -1.376 -5.378 0.0 -0.1 0.0 -1.1369
H -2.395 -1.584 -4.300 -0.1 0.0 -0.2 0.2090
H -2.263 -2.317 -5.939 -0.2 0.1 0.2 0.3651
H -3.259 -0.845 -5.676 0.2 -0.2 0.1 0.3403
C 0.457 -1.504 -5.380 0.0 -0.2 -0.1 -0.9534
H 1.414 -1.051 -5.670 -0.2 -0.2 0.1 0.2935
H 0.297 -2.428 -5.951 0.2 0.1 0.2 0.4233
H 0.484 -1.725 -4.304 0.1 -0.1 -0.2 0.1208
O -2.953 -2.843 3.421 0.6 0.7 -0.2 -0.6019
C -2.191 -2.100 4.002 -0.2 -0.5 0.1 0.1095
O -1.417 -1.174 3.414 -0.7 -0.4 -0.4 -0.3021
C -1.979 -2.186 5.492 0.0 -0.2 0.5 0.2359
C -0.904 -2.952 5.963 -0.1 0.6 0.1 -0.2309
C -0.506 -2.832 7.300 -0.2 -0.1 -0.4 -0.4244
C -1.240 -2.032 8.175 -0.1 0.0 -0.1 -0.5668
C -2.409 -1.397 7.736 0.0 -0.1 -0.2 -0.4513
C -2.795 -1.483 6.394 0.5 0.0 -0.1 -0.3995
H -0.345 -3.558 5.246 0.0 0.1 0.3 0.4123
H 0.401 -3.336 7.633 -0.3 0.0 0.0 0.4198
H -0.903 -1.907 9.205 -0.2 -0.1 -0.3 0.3981
H -3.000 -0.801 8.435 0.2 -0.3 -0.2 0.3905
H -3.686 -0.977 6.016 0.3 -0.1 0.2 0.4722



88
Properties=species:S:1:pos:R:3:forces:R:3:mulliken_charge:R:1 method="wB97M-V/def2-TZVPD" e_lumo_ev=-0.18 multiplicity=1 de_lowest_kj_mol=64.8 orbital_gap_ha=0.261
Sr 0.464 -0.756 1.600 0.2 -0.7 -1.4 0.8785
C -0.197 -0.931 4.569 -0.1 0.4 0.2 -1.1393
Si 0.926 -2.367 3.985 0.1 -0.5 0.6 0.0425
C 1.366 -3.357 5.506 -0.1 0.0 -0.1 -1.2446
C 2.536 -1.486 3.418 0.0 0.2 -0.1 -1.4297
N 0.237 -3.068 2.648 0.4 0.6 0.1 0.3945
C -0.587 -4.079 2.293 -0.2 0.3 -0.1 -0.1836
C -0.712 -5.341 2.899 0.1 0.0 -0.1 -0.3997
C -1.581 -6.298 2.402 -0.1 0.0 -0.1 -0.7820
C -2.377 -6.043 1.289 0.0 -0.1 0.1 -0.4176
C -2.307 -4.794 0.683 0.0 0.1 -0.1 -0.8686
C -1.436 -3.867 1.197 -0.2 -0.1 0.0 0.3771
F -1.419 -2.591 0.644 0.1 0.0 -0.1 0.1687
H 0.389 -0.090 4.954 0.0 0.0 0.1 0.3899
H -0.849 -1.258 5.383 0.1 -0.1 0.0 0.3523
H -0.927 -0.505 3.860 0.1 -0.1 -0.1 0.3953
H 1.959 -2.769 6.209 0.0 0.0 0.0 0.4035
H 1.944 -4.240 5.228 0.0 0.0 0.0 0.3139
H 0.462 -3.694 6.018 0.0 0.0 0.0 0.3188
H 3.223 -1.522 4.266 0.1 -0.1 -0.1 0.4489
H 2.493 -0.408 3.196 -0.1 0.0 0.1 0.6230
H 3.037 -1.945 2.560 0.0 -0.2 0.1 0.3071
H -0.091 -5.563 3.759 0.0 0.0 0.0 0.3347
H -1.636 -7.263 2.890 0.0 0.0 0.0 0.3868
H -3.050 -6.796 0.905 0.0 0.0 0.0 0.3760
H -2.925 -4.536 -0.168 0.0 0.0 0.0 0.3921
N 3.048 -3.310 -1.003 0.0 0.1 -0.1 -0.4119
C 2.990 -2.005 -0.656 -0.1 0.3 0.1 0.3773
O 1.893 -1.507 -0.267 -0.5 -0.2 0.5 0.1284
C 4.151 -1.192 -0.708 0.0 0.0 0.2 -0.0683
C 3.986 0.107 -0.186 0.0 0.1 -0.2 0.3743
N 3.751 1.164 0.222 0.0 -0.1 0.1 -0.5810
C 5.392 -1.696 -1.150 0.0 0.0 0.0 -0.3997
N 6.366 -2.192 -1.524 0.0 0.0 0.0 -0.5709
H 2.191 -3.833 -1.025 0.0 0.0 0.0 0.2225
H 3.888 -3.703 -1.389 0.0 0.0 0.0 0.2110
C -4.769 2.213 -1.074 0.0 0.0 0.0 -0.7234
C -4.372 0.751 -0.914 0.0 0.0 0.0 -0.9699
C -2.928 0.552 -1.388 0.0 -0.1 -0.1 -0.6239
C -2.022 1.752 -1.025 0.1 0.0 -0.1 0.7637
C -2.579 2.481 0.200 0.0 0.0 0.0 -0.8698
C -3.965 3.079 -0.091 0.0 0.0 0.0 -0.9493
P -0.295 1.189 -0.716 -0.1 0.1 0.1 0.1250
C 0.392 0.616 -2.325 0.0 0.0 0.0 0.6392
C -0.090 -0.785 -2.729 0.0 0.0 0.0 -0.8583
C 0.666 -1.200 -3.987 0.0 0.0 0.0 -0.8542
C 0.292 -0.297 -5.182 0.0 0.0 0.0 -0.8523
C -0.375 1.006 -4.733 0.0 0.0 0.0 -0.9136
C 0.296 1.619 -3.505 0.0 0.0 0.0 -0.5825
C 0.729 2.698 -0.365 0.0 0.1 0.0 0.6128
C 0.912 2.925 1.143 0.0 0.0 0.0 -0.1496
C 2.052 3.914 1.427 0.0 0.0 0.0 -0.7997
C 2.124 5.018 0.360 0.0 0.0 0.0 -0.7586
C 0.756 5.252 -0.268 0.0 0.0 0.0 -0.9423
C 0.317 4.015 -1.062 0.0 0.0 0.0 -0.7084
H -5.838 2.356 -0.915 0.0 0.0 0.0 0.4378
H -4.565 2.522 -2.104 0.0 0.0 0.0 0.3356
H -5.033 0.091 -1.477 0.0 0.0 0.0 0.4940
H -4.473 0.464 0.137 0.0 0.0 0.0 0.3232
H -2.928 0.432 -2.474 0.0 0.0 0.0 0.0604
H -2.527 -0.383 -0.981 0.0 0.0 0.0 0.0260
H -2.017 2.454 -1.866 0.0 0.0 0.0 0.6929
H -1.903 3.268 0.534 0.0 0.0 0.0 -0.1007
H -2.644 1.766 1.031 0.0 0.0 0.0 0.2552
H -3.853 4.091 -0.488 0.0 0.0 0.0 0.3017
H -4.514 3.174 0.848 0.0 0.0 0.0 0.4534
H 1.449 0.488 -2.061 0.0 0.0 0.0 0.1429
H -1.163 -0.796 -2.927 0.0 0.0 0.0 0.3931
H 0.097 -1.484 -1.914 0.0 0.0 0.0 0.1954
H 0.477 -2.248 -4.224 0.0 0.0 0.0 0.4980
H 1.737 -1.120 -3.776 0.0 0.0 0.0 0.2569
H -0.387 -0.827 -5.853 0.0 0.0 0.0 0.3137
H 1.185 -0.069 -5.768 0.0 0.0 0.0 0.3770
H -1.428 0.817 -4.503 0.0 0.0 0.0 0.1584
H -0.373 1.730 -5.550 0.0 0.0 0.0 0.5165
H -0.252 2.520 -3.221 0.0 -0.1 0.0 0.1808
H 1.303 1.954 -3.771 0.0 0.0 0.0 0.3472
H 1.718 2.401 -0.733 0.0 0.0 0.0 0.6665
H 1.159 1.980 1.647 0.0 0.0 0.0 -0.6541
H -0.024 3.276 1.588 0.0 0.0 0.0 0.3982
H 2.993 3.366 1.447 0.0 0.0 0.0 0.2387
H 1.903 4.354 2.415 0.0 0.0 0.0 0.4447
H 2.827 4.725 -0.425 0.0 0.0 0.0 0.3439
H 2.516 5.938 0.797 0.0 0.0 0.0 0.4630
H 0.769 6.120 -0.929 0.0 0.0 0.0 0.5281
H 0.028 5.475 0.519 0.0 0.0 0.0 0.3079
H 0.782 4.046 -2.050 0.0 0.0 0.0 0.2733
H -0.761 4.059 -1.230 0.0 0.0 0.0 0.0255